1.
3 unconnected molecules or ions with the total composition C13H17BF16N2O5. Source: the Open Molecules 2025 dataset; level of theory: the ωB97M-V functional and the def2-TZVPD basis.

Computed properties:
SMILES   FC(F)C(F)(F)COC(F)(F)C(F)F.FC(F)C(F)(F)COC(F)(F)C(F)F.CN(C)B(O)NC(=O)O
Energy relative to the best compared isomer or geometry (same formula, charge and spin)   0.988 eV
Net charge   0

CARTESIAN COORDINATES (ANGSTROEM)
F: 2.736 -6.760 4.216
F: 1.698 1.641 -2.627
F: 5.311 -5.998 4.529
F: 4.060 -1.061 2.036
F: 3.528 -5.662 2.511
F: 0.253 3.271 -2.791
F: 4.773 -3.892 4.323
F: -1.009 0.872 -3.075
F: 2.366 -0.847 -3.256
F: 1.441 -1.498 2.796
F: 2.903 -2.309 4.176
F: 1.646 -1.867 -0.845
F: -0.931 1.996 -4.927
F: 4.376 -3.217 1.912
F: 0.407 -0.143 -1.348
F: 1.461 -2.823 -3.368
O: 1.749 -3.667 2.808
O: -5.706 2.776 -0.511
O: -6.380 4.741 -0.997
O: 0.406 0.273 -4.716
O: -3.183 6.220 0.518
N: -4.975 4.647 0.723
N: -2.585 3.945 -0.024
C: 3.126 -5.524 3.792
C: 0.871 2.277 -3.479
C: -2.267 4.090 -1.457
C: 3.437 -2.248 1.854
C: 4.301 -5.106 4.676
C: 1.196 -1.508 -3.131
C: 1.882 -4.624 3.843
C: 2.385 -2.452 2.941
C: -5.730 4.088 -0.319
C: -0.178 1.318 -4.037
C: -2.841 2.548 0.360
C: 0.226 -1.044 -4.228
C: 0.685 -1.415 -1.695
B: -3.572 4.901 0.413
H: 1.468 2.713 -4.283
H: -0.813 -1.238 -3.964
H: -2.001 2.200 0.954
H: -2.073 5.137 -1.635
H: -0.210 -2.027 -1.554
H: 1.743 -4.176 4.827
H: -5.629 2.344 0.346
H: -3.716 2.414 0.975
H: 4.008 -5.087 5.730
H: 2.977 -2.264 0.868
H: -1.388 3.526 -1.727
H: -2.305 6.215 0.904
H: -3.132 3.795 -2.051
H: -5.401 5.538 0.932
H: -2.854 1.935 -0.532
H: 0.429 -1.677 -5.090
H: 1.031 -5.288 3.704

***

2.
A molecular structure, C13H17BLiN3O5PS. Source: the Open Molecules 2025 dataset; level of theory: the ωB97M-V functional and the def2-TZVPD basis.

Computed properties:
Net charge   +1
Calculated total energy   -49466.022 eV

CARTESIAN COORDINATES (ANGSTROEM)
S: 0.101 -4.858 -1.785
P: 1.939 -2.974 2.043
O: -2.274 0.207 -2.472
O: 2.540 0.660 1.572
O: 0.432 0.537 2.756
O: 3.029 -2.208 2.708
O: -2.145 1.636 0.886
N: -0.441 -3.459 -2.329
N: 0.776 -4.379 -0.411
N: -0.227 1.056 -0.355
C: -1.190 -0.666 -2.696
C: 1.059 -2.229 0.716
C: 3.295 1.052 2.738
C: -2.054 1.529 -2.977
C: -3.104 2.507 -2.453
C: 0.589 -3.050 -0.344
C: -0.428 -1.136 -1.475
C: 3.583 2.539 2.674
C: -4.379 1.812 -1.973
C: -1.255 1.315 0.263
C: 0.021 -0.377 -0.431
C: -0.118 -2.528 -1.425
C: 0.785 -0.885 0.652
B: 1.295 0.174 1.745
Li: 1.953 -3.033 4.533
H: -3.394 3.170 -3.261
H: 2.403 -4.225 1.619
H: 4.242 0.532 2.666
H: 3.875 2.755 1.652
H: -2.128 1.476 -4.066
H: -2.686 3.092 -1.641
H: -1.602 -1.567 -3.142
H: -4.189 1.128 -1.159
H: 2.697 3.136 2.867
H: -5.048 2.572 -1.581
H: 0.288 1.491 2.774
H: -4.861 1.297 -2.796
H: 0.986 -3.275 3.080
H: 4.383 2.803 3.353
H: -0.511 -0.247 -3.438
H: -1.045 1.860 -2.747
H: 2.808 0.762 3.662

***

3.
A molecular structure, C13H17BrN2V. Source: the Open Molecules 2025 dataset; level of theory: the ωB97M-V functional and the def2-TZVPD basis.

Computed properties:
Multiplicity   2
Energy relative to the best compared isomer or geometry (same formula, charge and spin)   0.000 eV
Net charge   +2

CARTESIAN COORDINATES (ANGSTROEM)
Br: 0.300 1.222 3.138
V: -0.066 0.394 0.989
N: 1.410 1.074 -0.027
N: 0.758 -1.267 0.598
C: 2.446 -2.376 -0.735
C: 2.384 2.819 -1.323
C: -1.404 0.761 -0.365
C: 1.446 2.384 -0.402
C: 0.394 -2.484 1.117
C: 2.141 -3.602 -0.143
C: 2.165 0.127 -0.687
C: -4.241 1.359 0.572
C: 3.077 0.522 -1.667
C: 1.819 -1.213 -0.290
C: 3.236 1.885 -1.932
C: -4.016 0.069 1.378
C: 1.113 -3.643 0.815
H: -4.106 2.259 1.183
H: -1.084 0.896 -1.442
H: 0.692 3.022 0.052
H: 0.853 -4.584 1.309
H: -0.465 -2.447 1.794
H: -5.256 1.378 0.158
H: -3.596 1.447 -0.306
H: -3.793 -0.798 0.738
H: 3.624 -0.268 -2.180
H: -1.807 1.746 -0.041
H: 3.144 -2.261 -1.563
H: 4.035 2.231 -2.589
H: -2.157 -0.071 -0.214
H: 2.668 -4.506 -0.434
H: -3.216 0.188 2.122
H: -4.941 -0.149 1.926
H: 2.445 3.883 -1.551

***

4.
A single C13H17ClN2O2 molecule. Source: the Open Molecules 2025 dataset; level of theory: the ωB97M-V functional and the def2-TZVPD basis.

Computed properties:
SMILES   O=C(NCCN1CCOCC1)c1ccc(Cl)cc1
Energy relative to the best compared isomer or geometry (same formula, charge and spin)   1.631 eV
Net charge   0

CARTESIAN COORDINATES (ANGSTROEM)
Cl: -0.193 2.931 -4.681
O: 2.455 0.468 4.030
O: -2.298 -1.589 -0.223
N: -0.075 -1.743 0.137
N: 0.294 -1.143 3.215
C: -1.165 -1.239 -0.491
C: 1.243 1.039 3.594
C: -1.632 1.733 -2.739
C: 1.543 -1.747 3.632
C: -0.459 1.721 -3.478
C: 0.294 -0.222 -2.302
C: -0.206 -2.680 1.230
C: 0.546 0.132 2.577
C: -1.834 0.759 -1.781
C: 0.502 0.742 -3.271
C: -0.642 -2.021 2.558
C: -0.871 -0.217 -1.541
C: 2.228 -0.793 4.615
H: 2.227 -1.927 2.783
H: 0.741 -3.208 1.352
H: -0.881 -2.825 3.261
H: 1.593 -0.682 5.505
H: -2.377 2.492 -2.919
H: 1.035 -0.996 -2.169
H: 0.824 -1.320 -0.023
H: 1.204 0.041 1.694
H: 3.208 -1.174 4.909
H: 1.500 2.001 3.147
H: 0.574 1.198 4.453
H: 1.335 -2.697 4.126
H: 1.401 0.736 -3.867
H: -0.402 0.575 2.267
H: -2.745 0.737 -1.202
H: -1.556 -1.454 2.367
H: -0.983 -3.396 0.950

***

5.
A molecular structure, C13H17ClN2O4Sn. Source: the Open Molecules 2025 dataset; level of theory: the ωB97M-V functional and the def2-TZVPD basis.

Computed properties:
Energy relative to the best compared isomer or geometry (same formula, charge and spin)   0.000 eV
Net charge   +2

CARTESIAN COORDINATES (ANGSTROEM)
Sn: -1.896 0.497 -1.324
Cl: 0.076 -0.258 6.419
O: 1.499 -1.319 3.430
O: -1.051 -0.620 5.493
O: 0.414 1.182 6.270
O: 1.286 -1.098 6.052
N: -0.305 -1.052 -1.489
N: 0.143 1.465 -1.525
C: 0.292 2.811 -1.401
C: 0.951 3.556 -2.381
C: 0.717 -2.908 -3.277
C: 1.425 2.901 -3.530
C: 0.939 -1.545 -3.491
C: 0.408 0.866 3.099
C: 0.374 -0.606 3.000
C: -3.848 -0.165 -0.287
C: 1.326 1.511 -3.627
C: 0.708 0.801 -2.588
C: -0.395 -2.379 -1.201
C: 0.121 -3.325 -2.081
C: 0.490 -0.627 -2.535
H: 1.905 3.469 -4.318
H: 1.458 -1.330 4.429
H: 0.218 1.356 2.142
H: -0.859 -2.655 -0.252
H: 0.285 -0.911 1.936
H: -0.090 3.262 -0.485
H: -0.459 -0.964 3.636
H: 0.025 -4.382 -1.837
H: -0.373 1.184 3.795
H: 1.115 4.620 -2.212
H: 1.023 -3.624 -4.039
H: 1.718 0.956 -4.477
H: -3.848 0.192 0.748
H: 1.433 -1.150 -4.378
H: -3.977 -1.242 -0.357
H: -4.605 0.340 -0.894
H: 1.360 1.191 3.535

***

6.
4 unconnected molecules or ions with the total composition C13H17F8N2O7S. Source: the Open Molecules 2025 dataset; level of theory: the ωB97M-V functional and the def2-TZVPD basis.

Computed properties:
Net charge   -1
Calculated total energy   -63642.097 eV

CARTESIAN COORDINATES (ANGSTROEM)
S: 27.957 14.729 -4.677
F: 29.631 5.888 -14.188
F: 31.499 11.526 -14.605
F: 29.805 7.556 -15.659
F: 27.463 8.627 -14.495
F: 32.381 9.041 -13.671
F: 32.722 11.670 -12.788
F: 31.415 9.333 -11.752
F: 27.059 6.608 -15.280
O: 29.126 11.825 -10.559
O: 28.510 16.137 -4.026
O: 29.713 13.273 -9.049
O: 29.492 11.167 -8.524
O: 29.883 7.870 -13.469
O: 26.590 14.559 -4.287
O: 28.946 13.724 -4.376
N: 29.442 12.100 -9.373
N: 28.596 14.933 -13.980
C: 28.624 13.754 -13.323
C: 31.556 11.211 -13.291
C: 27.659 15.083 -14.930
C: 27.810 12.666 -13.663
C: 29.269 7.136 -14.515
C: 29.979 9.276 -13.556
C: 31.358 9.700 -13.056
C: 28.073 15.139 -6.429
C: 26.851 14.044 -15.363
C: 27.768 7.312 -14.336
C: 27.897 16.528 -2.786
C: 26.889 12.854 -14.663
C: 28.365 15.588 -1.653
H: 28.089 17.563 -2.514
H: 29.229 9.764 -12.928
H: 29.444 15.519 -1.558
H: 26.000 14.228 -16.007
H: 29.337 13.788 -12.510
H: 27.398 6.959 -13.373
H: 27.564 16.102 -15.285
H: 27.109 15.521 -6.758
H: 29.772 9.656 -14.559
H: 30.765 11.752 -12.761
H: 28.770 15.944 -6.651
H: 28.418 14.208 -6.879
H: 27.927 15.975 -0.728
H: 27.941 11.747 -13.107
H: 26.819 16.416 -2.911
H: 26.211 12.071 -14.985
H: 27.899 14.621 -1.834

***

7.
A molecular structure, C13H17IMgN2. Source: the Open Molecules 2025 dataset; level of theory: the ωB97M-V functional and the def2-TZVPD basis.

Computed properties:
Energy relative to the best compared isomer or geometry (same formula, charge and spin)   1.407 eV
Net charge   0

CARTESIAN COORDINATES (ANGSTROEM)
I: -1.886 1.767 -2.025
Mg: -0.327 1.196 0.120
N: -1.047 -0.828 0.526
N: 1.105 -0.089 -0.930
C: -0.385 -1.821 -0.124
C: 2.134 0.353 -1.667
C: 2.709 -1.876 -2.350
C: 0.879 1.452 1.831
C: 0.035 3.447 -0.233
C: 1.624 -2.331 -1.604
C: -2.650 -2.427 1.352
C: 0.816 -1.413 -0.906
C: -1.978 -3.454 0.690
C: -1.546 2.649 1.377
C: -0.840 -3.148 -0.046
C: -2.149 -1.118 1.233
C: 2.973 -0.512 -2.386
H: -2.498 2.787 0.847
H: -1.195 3.617 1.755
H: 3.326 -2.581 -2.880
H: -2.321 -4.473 0.750
H: 1.357 -3.372 -1.507
H: -1.671 1.965 2.236
H: 0.825 0.482 2.338
H: 0.768 3.355 -1.045
H: -2.632 -0.253 1.698
H: 0.552 3.713 0.697
H: -0.733 4.173 -0.484
H: 2.261 1.438 -1.677
H: 0.575 2.261 2.500
H: -0.246 -3.884 -0.572
H: -3.533 -2.587 1.945
H: 1.908 1.595 1.479
H: 3.793 -0.085 -2.942

***

8.
A molecular structure, C13H17N2NbO6S5. Source: the Open Molecules 2025 dataset; level of theory: the ωB97M-V functional and the def2-TZVPD basis.

Computed properties:
Energy relative to the best compared isomer or geometry (same formula, charge and spin)   0.357 eV
Net charge   +2

CARTESIAN COORDINATES (ANGSTROEM)
Nb: -6.068 4.692 13.576
S: -8.347 5.199 13.259
S: -7.438 5.082 11.207
S: -2.445 3.172 11.999
S: -5.351 1.615 15.218
S: -3.456 5.339 14.092
O: -6.223 5.217 15.514
O: -6.645 6.721 17.158
O: -7.386 6.410 10.647
O: -5.968 4.823 11.540
O: -6.061 2.764 14.151
O: -8.077 4.033 10.502
N: -6.175 7.056 13.587
N: -1.316 5.502 12.661
C: -7.149 2.173 17.034
C: -2.387 4.763 12.910
C: -6.550 6.437 15.946
C: -7.406 8.573 14.848
C: -6.005 7.928 12.548
C: -4.678 2.595 16.624
C: -6.694 7.371 14.799
C: -5.847 2.665 17.642
C: -7.349 9.477 13.787
C: -1.124 3.718 10.951
C: -6.798 1.128 15.991
C: -0.419 5.044 11.584
C: -6.517 9.212 12.722
H: -7.942 10.438 13.849
H: -0.300 2.977 10.909
H: -7.797 3.031 16.604
H: -4.337 3.577 16.349
H: -3.842 1.947 16.911
H: -1.402 3.912 9.889
H: -5.514 2.166 18.548
H: -6.737 0.110 16.358
H: -7.837 8.793 15.835
H: -7.766 1.690 17.834
H: -5.372 7.675 11.727
H: 0.515 4.849 12.052
H: -0.328 5.660 10.700
H: -7.561 1.019 15.239
H: -6.363 9.963 11.945
H: -1.181 6.347 13.212
H: -6.029 3.719 17.948

***

9.
A single C13H17N3 molecule. Source: the Open Molecules 2025 dataset; level of theory: the ωB97M-V functional and the def2-TZVPD basis.

Computed properties:
SMILES   CCCCCNc1ccc2nccnc2c1
Energy relative to the best compared isomer or geometry (same formula, charge and spin)   3.687 eV
Net charge   0

CARTESIAN COORDINATES (ANGSTROEM)
N: 1.110 -0.069 -0.427
N: -3.495 -1.646 -0.361
N: -4.267 0.824 0.652
C: -0.737 1.598 -0.290
C: -2.071 1.728 0.026
C: -1.120 -0.775 -0.375
C: -3.100 0.684 0.105
C: -2.551 -0.617 -0.276
C: 3.597 0.516 -0.524
C: -0.202 0.262 -0.330
C: 6.452 -0.114 0.571
C: 5.299 -1.129 0.281
C: 2.131 0.990 -0.439
C: 3.926 -0.535 0.442
C: -5.114 -0.150 0.754
C: -4.767 -1.429 -0.086
H: 7.290 -0.716 0.471
H: -0.090 2.496 0.010
H: -6.116 -0.029 1.438
H: 2.048 1.529 0.521
H: -0.863 -1.772 -0.720
H: -2.418 2.809 0.199
H: 4.421 1.331 -0.369
H: 6.311 0.682 -0.194
H: 6.235 0.461 1.596
H: 5.241 -1.851 -0.648
H: 3.835 0.026 -1.473
H: 3.772 -0.297 1.582
H: 2.077 1.730 -1.183
H: -5.508 -2.221 -0.101
H: 1.196 -1.025 -0.620
H: 3.225 -1.265 0.124
H: 5.443 -1.839 1.164

***

10.
A molecular structure, C13H17NO4S3Tc. Source: the Open Molecules 2025 dataset; level of theory: the ωB97M-V functional and the def2-TZVPD basis.

Computed properties:
Multiplicity   4
Net charge   +4
Calculated total energy   -58097.252 eV

CARTESIAN COORDINATES (ANGSTROEM)
Tc: -0.199 -0.102 0.023
S: 1.978 0.619 -1.014
S: 1.509 -1.505 1.223
S: 0.410 1.536 1.794
O: -1.517 2.542 -2.809
O: -2.920 -3.075 1.043
O: -0.542 1.519 -1.176
O: -1.216 -1.612 1.038
N: -1.988 -0.477 -1.057
C: 3.416 -0.268 -0.333
C: -2.270 -2.113 0.538
C: -4.321 -0.975 -2.449
C: -3.539 0.143 -2.759
C: -3.957 -1.794 -1.379
C: 2.964 -1.626 0.143
C: 2.108 2.291 -0.308
C: -2.784 -1.496 -0.708
C: 2.057 -0.540 2.678
C: -2.384 0.361 -2.031
C: 0.992 0.444 3.127
C: 1.937 2.355 1.203
C: -1.470 1.529 -2.051
H: -2.222 2.574 -3.487
H: 3.011 -0.073 2.442
H: -3.856 0.821 -3.544
H: -2.570 -3.442 1.884
H: 4.144 -0.356 -1.144
H: 3.736 -2.168 0.700
H: 2.646 -2.279 -0.674
H: -5.229 -1.177 -3.008
H: 1.863 3.401 1.513
H: 2.775 1.918 1.743
H: 3.861 0.344 0.450
H: 1.370 1.080 3.932
H: -4.577 -2.628 -1.068
H: 3.088 2.678 -0.604
H: 0.094 -0.046 3.509
H: 1.366 2.880 -0.840
H: 2.237 -1.284 3.460

***

11.
2 unconnected molecules or ions with the total composition C13H17NO7P2S. Source: the Open Molecules 2025 dataset; level of theory: the ωB97M-V functional and the def2-TZVPD basis.

Computed properties:
SMILES   NP(O)c1cc(S)cc2c1C(=O)C=CC2=O.COP(=O)(OC)OC
Net charge   0
Calculated total energy   -58994.783 eV

CARTESIAN COORDINATES (ANGSTROEM)
S: 4.265 3.563 -3.281
P: -0.906 -1.095 2.661
P: 2.182 -1.396 -2.473
O: -0.959 4.301 -2.397
O: -2.225 -1.377 1.836
O: 1.307 -1.930 -3.753
O: 0.247 -0.695 1.860
O: -0.894 -0.774 -2.420
O: -0.698 -2.416 3.525
O: -1.405 -0.023 3.712
N: 1.351 -1.923 -1.083
C: -0.776 3.164 -2.055
C: 1.642 3.215 -2.594
C: -0.695 0.345 -2.024
C: -0.418 0.514 4.604
C: 2.914 1.192 -2.786
C: 1.791 0.416 -2.496
C: -1.775 1.068 -1.311
C: -1.817 -2.989 4.210
C: 2.851 2.588 -2.843
C: -1.807 2.399 -1.351
C: -2.085 -2.220 0.675
C: 0.502 2.466 -2.308
C: 0.577 1.071 -2.271
H: 1.089 -1.145 -0.487
H: 1.899 -2.589 -0.561
H: 5.028 3.431 -2.186
H: 1.586 4.293 -2.639
H: -1.436 -3.498 5.091
H: -2.532 -2.226 4.517
H: 3.859 0.705 -2.980
H: -1.419 -3.060 0.879
H: 0.388 0.982 4.040
H: -0.914 1.260 5.218
H: -2.549 0.516 -0.807
H: -2.312 -3.711 3.562
H: -1.696 -1.650 -0.165
H: -3.075 -2.599 0.434
H: -0.015 -0.272 5.244
H: 1.539 -2.849 -3.917
H: -2.606 2.949 -0.878

***

12.
A molecular structure, C13H17OS. Source: the Open Molecules 2025 dataset; level of theory: the ωB97M-V functional and the def2-TZVPD basis.

Computed properties:
Energy relative to the best compared isomer or geometry (same formula, charge and spin)   1.172 eV
Net charge   +1

CARTESIAN COORDINATES (ANGSTROEM)
S: 0.770 0.305 1.459
O: -1.867 0.303 -0.131
C: 1.715 2.699 2.773
C: 0.367 -1.285 1.892
C: -1.391 -2.981 -3.717
C: 2.488 1.781 1.837
C: 0.306 2.714 2.095
C: 0.512 0.301 -0.342
C: -0.991 -1.165 -1.710
C: -2.144 -1.974 -1.689
C: -0.929 -0.202 -0.661
C: -0.385 -2.061 -3.909
C: -0.373 1.416 2.306
C: -0.140 -1.158 -2.848
C: -2.298 -2.893 -2.683
H: 0.076 -1.437 2.981
H: -3.171 -3.498 -2.467
H: 3.388 1.155 2.057
H: 0.707 -0.333 -2.934
H: 0.217 -2.186 -4.874
H: 0.661 1.246 -0.738
H: -0.460 1.077 3.234
H: -1.478 -3.644 -4.626
H: 2.251 3.781 2.725
H: 0.442 2.994 1.046
H: -1.386 1.500 1.876
H: -0.326 3.574 2.524
H: 1.590 2.191 3.757
H: 2.539 2.182 0.929
H: 1.074 -1.997 1.527
H: -2.839 -1.936 -0.948
H: 1.074 -0.468 -0.743